Formula: C3H6N2O2
Source: OMol25
Level of theory: ωB97M-V with the def2-TZVPD basis set

Element x y z (Å)
O (0.79380, -0.63027, 0.23444)
O (1.96181, 1.01265, -0.82571)
N (-0.77718, 0.38251, 2.12909)
N (-1.23118, 0.26292, 0.83022)
C (1.93336, -0.04433, -0.24774)
C (-0.44779, -0.09254, -0.10892)
C (-0.82686, -0.06779, -1.55135)
H (-1.53559, 0.17355, 2.82793)
H (2.82737, -0.63391, 0.00048)
H (-0.79654, -1.11531, -1.96016)
H (-1.86468, 0.25386, -1.56766)
H (0.14115, -0.12867, 2.35377)
H (-0.17768, 0.62734, -2.11439)

Forces on the atoms, in the same order (eV/Å):
O 1.309 -0.038 -0.276
O 0.002 -1.058 0.424
N 0.819 -1.310 1.025
N 0.285 0.032 -0.299
C -0.573 1.108 -0.206
C -0.570 0.414 1.023
C -0.045 -0.813 0.031
H 1.207 0.271 -1.347
H -0.315 -0.113 0.024
H 0.211 1.026 0.160
H 0.024 0.163 -0.230
H -1.983 0.816 -0.503
H -0.371 -0.499 0.171

The relative energy (zero: lowest compared OMol25 entry of this formula, charge and spin) comes out at 244.8 kJ/mol. The calculation puts the total energy at -377.866099 Eh. Its SMILES is C/C(=N/N)OC=O. The value obtained for the HOMO-LUMO gap is 9.8 eV. The total charge is 0. The LUMO energy is 0.03265 Eh. Its molecular weight is 102.1 g/mol.